Entry 1:
Here is a gas-phase ion, C9H21N2 (charge +1) from OMol25. Energies are from the ωB97M-V functional and the def2-TZVPD basis.

Geometry as XYZ:
```
32
C9H21N2 (the ωB97M-V functional and the def2-TZVPD basis)
C 1.652 1.408 -0.109
C 1.644 0.002 -0.607
C 0.390 2.075 -0.535
C 0.475 -0.858 -0.052
C 0.997 -1.206 1.367
C -0.659 -3.311 -0.457
C -0.924 1.707 1.584
C -2.106 1.875 -0.544
C 0.269 -2.220 -0.924
N -0.736 -0.212 0.118
N -0.802 1.516 0.149
H 1.731 1.408 0.964
H 2.606 1.851 -0.586
H 1.515 0.130 -1.625
H 2.621 -0.593 -0.327
H 0.520 3.246 -0.393
H 0.368 1.987 -1.548
H 1.973 -0.877 1.526
H 1.104 -2.241 1.410
H 0.258 -0.938 2.056
H -1.068 -3.335 0.510
H -0.156 -4.281 -0.558
H -1.564 -3.264 -1.119
H 0.024 2.111 1.947
H -1.698 2.376 1.763
H -1.188 0.706 1.932
H -2.963 1.669 0.021
H -2.001 2.932 -0.931
H -2.082 1.279 -1.555
H -0.148 -1.805 -1.874
H 1.214 -2.737 -0.838
H -1.270 -0.403 -0.762
```

Summary:
- net charge = +1
- HOMO-LUMO gap (eV) = 10.384
- E_HOMO (eV) = -13.7
- molecular weight (g mol⁻¹) = 157.3
- E_LUMO (eV) = -3.285
- SMILES = CC[C@@]1(C)CCC[N+](C)(C)N1
- E (eV) = -12643.6666

Entry 2:
Here is a gas-phase ion, C9H21N2 (charge +1) from OMol25. Energies are from the ωB97M-V functional and the def2-TZVPD basis.

Geometry as XYZ:
```
32
C9H21N2 (the ωB97M-V functional and the def2-TZVPD basis)
C -3.381 0.363 0.159
C -2.200 0.828 -0.343
C -0.812 -2.542 0.323
C 0.085 -0.379 -1.731
C 2.602 0.035 -0.742
C 1.812 0.677 1.419
C 0.217 -1.460 0.574
C -0.929 0.987 0.338
C 0.216 -0.173 -0.140
N 1.451 0.462 0.019
N -0.283 2.403 0.092
H -4.253 0.600 -0.469
H -3.728 -0.254 0.913
H -2.352 1.241 -1.335
H -1.661 -2.683 1.030
H -0.347 -3.442 0.433
H -1.269 -2.449 -0.606
H 0.373 0.630 -2.048
H -0.803 -0.682 -2.041
H 0.720 -1.192 -2.181
H 2.603 0.391 -1.737
H 3.485 0.326 -0.308
H 2.620 -1.096 -0.836
H 1.055 1.207 2.003
H 1.943 -0.173 1.936
H 2.657 1.208 1.636
H 0.306 -1.281 1.731
H 1.175 -1.820 0.224
H -1.216 0.963 1.398
H 1.111 1.473 -0.190
H -0.304 2.928 0.970
H -0.890 2.904 -0.490
```

Summary:
- net charge = +1
- HOMO-LUMO gap (eV) = 10.658
- E_HOMO (eV) = -13.1
- molecular weight (g mol⁻¹) = 157.3
- E_LUMO (eV) = -2.437
- SMILES = C=C[C@H](N)[C@](C)(CC)[NH+](C)C
- E (eV) = -12644.3332